A structure of composition C15H38Cl4O15P3V. Source: the OMol25 dataset; level of theory: wB97M-V/def2-TZVPD.

Structure (XYZ):
```
76
Properties=species:S:1:pos:R:3
O 0.58112 -2.64318 -2.84749
V -0.68980 -1.81195 -2.42328
C 0.37616 -0.90703 1.64167
C 0.11223 -1.36663 0.18971
O 0.29510 -0.58495 -0.76851
O -0.32267 -2.50145 -0.06933
H 0.03123 0.11477 1.79993
H 1.44349 -0.93912 1.86051
H -0.22202 -1.49698 2.33610
Cl -2.68324 -3.22926 2.80932
C -1.44950 -4.44187 2.40870
C -1.82998 -5.22262 1.13332
Cl -0.68407 -6.49718 0.58136
H -1.44223 -5.14505 3.24151
H -0.50577 -3.91816 2.25636
H -1.99836 -4.53651 0.30326
H -2.80749 -5.69310 1.23923
Cl 0.90848 -3.66781 4.93880
C 1.11642 -1.83030 5.10989
C 1.33297 -1.43789 6.55688
Cl 1.94166 0.21829 6.55578
H 0.21045 -1.34746 4.74359
H 2.04378 -1.58319 4.59312
H 2.10393 -1.98974 7.09463
H 0.40673 -1.46194 7.13097
C -3.14703 0.00402 1.18909
O -3.63242 0.68725 -0.00139
P -3.67579 -0.02228 -1.48654
O -2.36954 -0.58550 -1.98071
O -4.92331 -1.08823 -1.33077
C -6.11660 -0.66352 -0.69744
O -4.34476 1.11204 -2.46566
C -4.50095 0.85972 -3.79536
H -2.80347 -1.00802 0.97498
H -3.75780 -0.02286 2.09149
H -2.27052 0.55523 1.52966
H -6.18724 0.41252 -0.53860
H -6.22715 -1.13781 0.27772
H -7.02907 -1.07175 -1.13199
H -5.49609 0.55030 -4.11480
H -3.77322 0.15949 -4.20547
H -4.24789 1.72082 -4.41387
C 5.62776 2.99319 0.57937
O 4.55036 2.76021 1.48460
P 4.65144 1.54538 2.59590
O 5.82864 1.77339 3.47038
O 3.18560 1.48159 3.23393
C 2.54621 2.60799 3.69917
O 4.78536 0.15301 1.72632
C 3.85382 -0.18141 0.71184
H 6.11240 2.04026 0.36689
H 6.31266 3.71400 1.02597
H 5.23392 3.35043 -0.37214
H 1.52384 2.62366 3.32154
H 3.03640 3.56663 3.52937
H 2.34873 2.44999 4.75943
H 3.41639 -1.17966 0.72769
H 4.46519 -0.27494 -0.18570
H 3.12923 0.63012 0.64479
C -0.49418 0.62042 -6.44742
O -0.87633 1.35908 -5.29151
P 0.17440 1.23626 -3.97141
O 0.40527 -0.11272 -3.44203
O 1.53985 2.02381 -4.53685
C 1.50091 3.34664 -5.14057
O -0.46929 2.28144 -2.88668
C 0.09920 2.46598 -1.64776
H 0.48119 0.14451 -6.34614
H -0.56687 1.28470 -7.30855
H -1.25444 -0.13479 -6.64681
H 1.84548 3.47880 -6.16620
H 1.95192 4.15121 -4.55975
H 0.44970 3.60148 -5.27517
H 0.55758 3.45204 -1.72318
H 0.85569 1.70540 -1.45452
H -0.57398 2.50050 -0.79118
```

Its HOMO energy (spin up / spin down) is -12.101 / -12.101 eV. The calculation puts the strongest force on any atom at 6.07 eV/A. The charge is +1. The HOMO-LUMO gap (spin up / spin down) comes out at 7.00 / 7.48 eV. Its spin multiplicity is 2. The LUMO energy (spin up / spin down) comes out at -5.1 / -4.6 eV. For the energy, the calculation gives -150527.34764 eV.

Atom charges from the Mulliken analysis, given in e for atoms 1 to 6: -0.311, 1.178, -0.771, 0.976, -0.471, -0.611